ORCA calculation (ωB97M-V with the def2-TZVPD basis set) on a structure of composition C15H32N8O6Pt at a distorted geometry.

Its multiplicity is 3. As for the expectation value of S²: 2.081. The HOMO energy (spin up / spin down) comes out at -7.1 / -7.0 eV. The calculation puts the energy above the lowest of the compared OMol25 structures with the same formula, charge and spin at 489.5 kJ/mol. The LUMO energy (spin up / spin down) comes out at -1.708 / -1.943 eV. The electronic energy is -43514.0449 eV. The value obtained for the orbital gap (spin up / spin down) is 0.198 / 0.185 Eh. The calculation puts the max |F| at 9.67 eV/A.

Each line ends with the Löwdin spin population.
Positions of all 62 atoms, in Å:
Pt: -0.077789 0.162099 -0.411569  0.1723
O: 0.811977 -0.549400 -4.445025  0.0284
O: 0.241888 1.515167 2.153273  0.3492
O: -4.327424 2.049384 -2.297841  0.0059
O: 0.974056 -2.115113 -2.189664  -0.0115
O: 2.375808 0.220913 -2.042547  0.3864
O: -1.173041 -0.823903 2.186604  0.0179
N: 2.283893 -1.163225 1.049960  0.0282
N: 3.529076 -1.027251 3.154601  0.0010
N: -0.853295 -1.154459 0.890428  0.0823
N: 1.640439 0.825756 -1.249136  0.1011
N: 0.078505 -1.721540 -1.317130  0.0035
N: 4.677171 -1.701451 1.068900  0.0020
N: 0.685575 1.423483 0.949998  0.2969
N: 3.037754 -3.228745 2.132270  0.0011
C: 2.047380 2.093074 -0.801065  0.1327
C: 1.500072 2.416449 0.425085  -0.0067
C: -0.784463 -2.653847 -0.851498  0.0623
C: -2.139550 -3.112421 1.348064  0.0068
C: -1.334748 -2.303142 0.411712  0.0510
C: 3.061868 2.896770 -1.543367  0.0187
C: 1.968033 -2.577600 1.345016  0.0004
C: 4.298699 -3.111796 1.346263  0.0000
C: 1.715128 3.651135 1.207411  -0.0080
C: 3.213644 -2.458662 3.395724  0.0001
C: -0.966992 -4.028736 -1.429349  0.0093
C: 2.439789 -0.462994 2.332090  0.0016
C: 3.555670 -1.103453 0.303607  0.0026
C: 4.780757 -0.967364 2.355924  0.0002
C: -1.705580 1.085348 -0.435118  0.1938
H: -3.023522 -2.566546 1.686632  0.0018
H: 1.025551 -2.600602 1.913286  -0.0002
H: -1.761932 0.761473 -1.551406  0.0264
H: -4.341836 1.190656 -1.803739  0.0010
H: 1.835500 -3.112765 0.391067  0.0000
H: -4.101656 2.606627 -1.518575  0.0008
H: 3.451557 -1.647842 -0.645921  0.0010
H: 0.977610 -1.432538 -3.039687  -0.0013
H: -0.454231 -4.135827 -2.389249  0.0000
H: -0.579146 -4.790813 -0.731235  0.0039
H: -1.729334 2.158083 -0.347619  0.0126
H: 1.496944 -0.545807 2.897084  0.0002
H: 3.284196 2.438333 -2.511386  -0.0003
H: 5.098132 -3.576631 1.932006  0.0001
H: 2.283957 4.373147 0.619929  0.0002
H: 5.024739 0.085603 2.154441  0.0000
H: 2.702166 3.925767 -1.712312  0.0042
H: -2.526295 0.658883 0.090919  0.0134
H: 0.056698 -0.102189 -3.998164  -0.0001
H: 2.664469 0.595377 2.128743  -0.0006
H: 3.806219 -0.051369 0.107957  0.0001
H: 2.294868 -2.528700 3.996044  0.0000
H: -1.558620 -3.385212 2.231956  0.0019
H: 4.006571 2.985959 -0.982988  0.0075
H: 5.569071 -1.430096 2.959324  0.0001
H: 0.775297 4.127975 1.508070  -0.0018
H: 2.290636 3.436236 2.111924  -0.0023
H: 4.063678 -2.891737 3.935218  0.0001
H: -2.037977 -4.254149 -1.575889  0.0025
H: -2.464783 -4.030012 0.866638  0.0003
H: -0.730366 0.087547 2.298790  -0.0010
H: 4.163943 -3.633219 0.387619  0.0000

Forces on the atoms, in the same order (eV/Å):
8.32 -4.45 2.11
-0.60 -0.62 2.58
0.17 -0.10 -1.21
0.26 -0.69 2.11
-0.25 0.09 -0.90
-0.79 0.56 0.19
0.28 0.71 -0.60
0.13 -0.36 0.04
-0.10 -0.36 -0.57
-1.89 -0.94 0.04
0.72 0.82 -1.20
-2.23 -1.40 0.31
-0.72 -0.02 0.30
-1.30 1.45 0.45
0.09 0.63 -0.15
-0.10 -0.04 0.63
-0.47 -0.73 -0.15
1.52 0.64 -1.15
-0.41 -0.84 -0.25
0.77 2.39 2.09
0.28 0.21 -0.13
0.31 0.12 0.05
-0.22 0.44 0.37
0.45 0.43 0.15
0.23 0.20 -0.58
0.12 -0.16 0.07
0.37 -0.13 0.23
0.38 -0.23 0.35
-0.42 -0.50 -0.02
-3.90 1.57 -3.37
0.15 0.05 -0.02
0.29 -0.09 -0.08
-1.09 1.16 1.22
-0.11 0.66 -1.11
0.08 0.10 0.28
-0.19 0.06 -1.03
-0.06 0.25 0.23
0.13 0.58 -1.39
-0.06 0.17 0.25
-0.05 0.22 -0.27
0.23 0.44 0.10
0.35 0.13 -0.19
-0.12 0.04 0.21
-0.06 -0.02 -0.18
-0.02 -0.08 0.02
-0.03 -0.29 0.03
0.01 -0.42 0.06
-0.64 -0.40 0.66
0.50 -0.12 -0.78
-0.05 -0.34 0.19
-0.09 -0.24 -0.03
0.27 -0.01 -0.16
0.02 0.11 -0.03
-0.29 -0.13 -0.13
0.02 0.17 -0.14
0.08 -0.30 -0.03
-0.13 0.03 0.03
-0.26 -0.03 0.05
0.38 0.24 0.09
-0.07 -0.09 0.01
-0.29 -0.66 0.06
0.11 0.10 0.29


ORCA calculation (ωB97M-V with the def2-TZVPD basis set) on a structure of composition C15H32NO2PSSiTc at a distorted geometry.

Its multiplicity is 4. As for the expectation value of S²: 3.798. The HOMO energy (spin up / spin down) comes out at -5.2 / -7.3 eV. The calculation puts the energy above the lowest of the compared OMol25 structures with the same formula, charge and spin at 121.3 kJ/mol. The LUMO energy (spin up / spin down) comes out at 0.354 / -0.501 eV. The electronic energy is -51854.9601 eV. The value obtained for the orbital gap (spin up / spin down) is 0.204 / 0.250 Eh. The calculation puts the max |F| at 3.80 eV/A.

Each line ends with the Löwdin spin population.
Positions of all 54 atoms, in Å:
Tc: 0.207488 0.288695 -0.048903  1.6792
S: 0.078507 -1.228378 2.564632  0.0203
P: 0.564920 1.318184 -1.990712  0.1133
Si: 0.333059 -1.885278 -1.045073  0.0772
O: 2.184398 -0.288187 0.358965  0.0242
O: 1.498472 -1.526147 2.935679  0.0010
N: -1.609358 0.309429 -0.024398  0.5621
C: 4.549781 -0.333106 0.537496  0.0044
C: -0.902871 -2.227337 3.726245  0.0084
C: 1.999794 0.784841 -3.007129  0.0196
C: 1.999493 -2.788579 -1.091826  -0.0025
C: 3.160326 0.904827 2.229075  0.0066
C: -3.492937 -0.856111 -0.976498  0.0840
C: -0.792761 1.264347 -3.222468  -0.0032
C: 3.205492 0.120766 0.975035  0.0332
C: -5.190237 1.053303 0.205208  -0.0070
C: -0.393572 0.382366 3.221830  0.0043
C: -3.826522 1.141261 0.423367  0.0789
C: -4.860308 -0.918833 -1.187998  -0.0042
C: -2.936696 0.192151 -0.170957  0.0577
C: -5.716526 0.022538 -0.598503  0.0850
C: 0.875074 3.115591 -1.847363  0.0434
H: -1.024967 0.221691 -3.468826  0.0002
H: 2.466821 1.758133 2.215770  0.0046
H: 2.069047 1.402851 -3.915233  0.0024
H: 2.927256 0.892995 -2.428028  0.0004
H: 0.823979 1.423068 0.998229  0.0456
H: 1.068908 3.572409 -2.830677  0.0059
H: 1.825517 -3.752968 -1.594928  0.0001
H: 2.897832 0.246242 3.069533  0.0010
H: -0.409473 -2.139047 4.703407  0.0010
H: 1.743872 3.278131 -1.194266  0.0025
H: -0.887468 -3.269756 3.393800  0.0002
H: -0.087957 -1.868273 -2.476086  0.0239
H: -5.264598 -1.708336 -1.829628  -0.0016
H: -1.181934 0.178700 3.959974  0.0005
H: 1.884281 -0.267620 -3.295780  -0.0003
H: -0.002108 3.596393 -1.392019  0.0015
H: -0.547669 -2.835932 -0.314606  0.0084
H: 4.981028 -0.977404 1.315659  0.0021
H: -1.686922 1.734301 -2.792685  0.0002
H: 0.492610 0.832072 3.685395  0.0005
H: 4.170079 1.298921 2.400953  0.0006
H: -5.854628 1.790488 0.650389  -0.0021
H: 2.748462 -2.216457 -1.656022  -0.0001
H: -0.781267 0.998581 2.395593  0.0043
H: -1.930991 -1.852659 3.766287  0.0002
H: 5.217911 0.532617 0.443721  0.0007
H: 2.353836 -2.972557 -0.067593  0.0002
H: 4.506650 -0.872274 -0.407626  0.0000
H: -3.368404 1.931411 1.025542  0.0038
H: -0.506196 1.800782 -4.139802  -0.0014
H: -2.786510 -1.564546 -1.414524  0.0037
H: -6.791990 -0.038283 -0.771619  0.0054

Forces on the atoms, in the same order (eV/Å):
0.00 -0.94 1.19
0.39 -0.32 0.17
0.18 0.90 -2.16
-0.23 -1.11 -0.38
3.57 1.14 0.67
-0.22 0.08 0.09
-0.66 0.77 0.26
0.39 -0.05 -0.33
-0.08 -0.06 -0.17
0.10 -0.02 0.04
-0.13 -0.09 -0.05
0.57 0.94 0.42
0.26 0.65 0.39
-0.03 0.02 0.05
-2.21 -1.39 -0.51
-0.11 -0.45 -0.25
-0.61 0.08 0.51
0.51 -0.42 -0.18
-0.11 0.02 0.01
-0.71 -0.32 -0.54
0.13 0.18 0.09
0.04 0.27 0.12
0.04 0.20 0.10
-0.03 -0.49 -0.20
-0.03 -0.17 0.26
-0.23 -0.05 -0.13
-0.27 1.16 0.66
-0.08 -0.21 0.24
0.23 0.25 0.16
-0.06 0.02 -0.37
-0.10 0.07 -0.27
-0.28 -0.02 -0.15
0.04 0.24 0.01
-0.22 -0.19 -0.25
0.06 0.28 0.27
0.30 0.46 -0.04
0.00 0.23 0.10
0.28 -0.15 -0.08
-0.24 -0.27 -0.16
-0.11 0.10 -0.11
0.20 -0.17 -0.06
-0.28 -0.12 -0.14
-0.20 -0.05 0.17
0.06 -0.14 -0.08
-0.06 -0.19 0.18
0.22 -0.23 0.50
0.18 -0.15 -0.08
-0.10 -0.14 0.03
0.04 0.05 -0.31
-0.05 -0.03 0.10
-0.28 -0.21 -0.19
-0.03 -0.14 0.27
-0.31 0.13 0.06
0.30 0.03 0.05